{"formula": "C24H48O8", "method": "wB97M-V/def2-TZVPD", "species": ["C", "C", "H", "H", "C", "H", "H", "H", "H", "O", "H", "H", "H", "H", "H", "C", "H", "C", "H", "C", "H", "H", "H", "C", "O", "O", "H", "H", "H", "H", "H", "C", "O", "H", "H", "C", "H", "H", "H", "H", "C", "C", "C", "C", "H", "H", "C", "H", "C", "H", "H", "H", "C", "H", "H", "O", "C", "O", "C", "H", "H", "C", "C", "C", "O", "H", "C", "O", "H", "C", "H", "C", "H", "H", "H", "H", "H", "H", "H", "H"], "xyz": [[2.790, -0.291, 1.156], [-0.809, -2.642, -5.118], [0.091, -0.748, -4.377], [-6.274, 2.753, 0.491], [-1.313, 0.783, -1.719], [-0.012, -0.833, 2.802], [-0.607, -2.831, -6.169], [-5.171, 0.972, 2.559], [4.934, -0.323, 1.515], [2.221, -1.580, 1.433], [-2.324, 1.477, 8.798], [5.578, 1.838, -2.558], [-0.616, 0.827, 2.782], [-0.468, -1.042, 5.194], [0.390, 3.320, -0.826], [-1.667, 2.310, 8.570], [2.054, 0.509, 1.258], [-0.432, 0.319, -0.541], [3.668, -2.931, 2.034], [-0.819, -0.146, 4.674], [2.608, 1.747, -3.970], [-6.494, -1.027, -0.533], [-5.547, 0.298, -1.327], [-0.505, 1.969, -2.296], [0.379, -2.346, -3.092], [0.215, 1.462, -0.094], [2.259, 0.033, -3.887], [3.641, 1.108, -5.957], [-0.262, -4.002, -2.120], [3.072, -0.289, 0.096], [-7.139, 1.899, 1.780], [0.287, -1.819, -4.419], [-6.969, 0.884, 0.014], [-1.769, -2.126, -5.017], [-1.882, -0.337, 4.493], [2.963, -2.215, 2.482], [5.422, 2.136, -4.899], [4.588, -1.444, 3.738], [1.227, -2.041, -4.935], [-5.190, -0.987, 1.395], [5.334, 1.091, -4.603], [-6.413, 1.781, 0.975], [-0.889, -3.905, -4.254], [-5.991, -0.073, -0.398], [-0.030, 1.671, -3.232], [-1.174, 2.801, -2.508], [0.526, 2.312, -1.211], [1.555, 2.128, -1.529], [3.709, -1.105, 3.188], [-3.949, -0.343, 0.379], [3.066, -0.642, 3.941], [-0.061, -4.582, -4.479], [-1.350, 1.014, 6.628], [-1.544, 0.020, -2.462], [2.256, -2.791, 3.080], [-0.663, 1.021, 5.487], [5.213, 0.949, -3.086], [-2.003, 0.092, 7.047], [-0.639, -3.315, -2.881], [-2.278, 1.114, -1.326], [5.850, 0.132, -2.723], [4.014, -0.126, 2.061], [-0.087, 0.087, 3.381], [3.076, 0.753, -3.937], [-1.139, 2.180, 7.239], [-1.835, -4.423, -4.384], [-5.094, 1.177, 1.492], [3.865, 0.671, -2.771], [-0.833, 2.380, 9.263], [-4.966, -0.151, 0.729], [4.031, -0.534, -5.420], [4.011, 0.510, -5.120], [0.200, -0.528, -0.852], [0.913, 0.463, 3.595], [6.208, 0.559, -4.975], [-1.054, -0.098, 0.257], [4.062, 0.883, 2.474], [-4.226, 1.818, 1.349], [-1.541, -2.866, -2.432], [-2.250, 3.229, 8.605]], "smiles": "CCOC(=O)OC.C1CCOC1.C1CCOC1.C1CCOC1.C1CCOC1.C1CCOC1", "max_force_ev_per_a": 1.88, "energy_ha": -1545.09204, "homo_lumo_gap_ev": 9.75}


{"formula": "C24H48O8", "method": "wB97M-V/def2-TZVPD", "species": ["H", "H", "H", "H", "H", "H", "H", "C", "O", "H", "H", "H", "C", "H", "H", "C", "H", "O", "H", "C", "C", "H", "H", "C", "H", "C", "C", "H", "H", "H", "C", "H", "H", "H", "H", "H", "H", "C", "C", "C", "O", "H", "H", "H", "O", "H", "C", "C", "H", "C", "H", "H", "C", "H", "H", "C", "C", "C", "H", "H", "H", "H", "O", "H", "H", "C", "O", "H", "O", "H", "H", "C", "C", "C", "H", "C", "H", "O", "H", "H"], "xyz": [[-23.350, -36.426, -26.339], [-34.753, -42.687, -30.733], [-35.567, -41.825, -33.292], [-21.662, -35.086, -33.041], [-29.803, -46.576, -32.070], [-20.480, -32.834, -36.245], [-26.050, -34.437, -25.830], [-34.703, -38.850, -23.920], [-31.060, -37.100, -37.558], [-32.992, -31.554, -28.135], [-33.532, -37.063, -23.868], [-28.944, -35.086, -36.415], [-28.442, -44.923, -32.577], [-28.629, -36.393, -37.694], [-35.089, -40.147, -33.556], [-28.850, -46.151, -31.758], [-22.199, -32.639, -35.595], [-27.491, -44.939, -33.335], [-36.799, -38.550, -23.421], [-34.817, -41.646, -30.418], [-29.576, -36.992, -29.999], [-34.629, -32.512, -31.192], [-29.091, -34.770, -38.096], [-20.841, -33.729, -34.441], [-31.263, -34.614, -35.527], [-21.128, -32.643, -35.390], [-29.448, -37.662, -28.664], [-30.345, -44.125, -32.878], [-36.268, -31.946, -30.735], [-35.570, -41.553, -29.635], [-31.580, -34.887, -36.533], [-22.259, -35.022, -25.792], [-35.550, -33.493, -30.132], [-25.614, -32.839, -26.382], [-36.334, -40.148, -24.085], [-29.077, -42.951, -33.040], [-32.639, -35.138, -36.465], [-34.938, -41.017, -32.917], [-24.174, -34.483, -26.689], [-29.238, -35.555, -37.354], [-34.013, -39.532, -24.633], [-28.418, -37.339, -31.854], [-23.701, -35.541, -24.978], [-33.893, -41.285, -33.073], [-19.718, -34.049, -34.134], [-20.755, -31.686, -35.024], [-21.991, -34.472, -33.880], [-34.251, -37.593, -23.243], [-27.479, -37.222, -30.400], [-33.326, -31.446, -29.167], [-28.082, -46.904, -31.937], [-33.827, -37.964, -22.310], [-29.406, -43.795, -32.435], [-33.096, -30.434, -29.501], [-22.458, -35.001, -34.711], [-36.043, -39.335, -23.421], [-30.688, -35.958, -37.200], [-23.264, -35.405, -25.967], [-28.802, -38.540, -28.660], [-35.109, -36.942, -23.073], [-32.884, -32.229, -29.783], [-30.405, -37.952, -28.230], [-30.667, -36.651, -30.457], [-33.803, -41.382, -30.119], [-28.871, -45.949, -30.687], [-35.331, -40.704, -31.490], [-23.974, -34.155, -27.828], [-31.510, -34.080, -37.262], [-35.466, -31.538, -28.232], [-29.026, -36.970, -27.935], [-35.979, -39.688, -22.391], [-25.228, -33.724, -25.876], [-28.373, -36.835, -30.889], [-34.770, -31.827, -29.164], [-24.916, -33.518, -24.852], [-35.366, -32.450, -30.391], [-22.585, -33.674, -33.436], [-35.981, -39.722, -31.195], [-28.125, -35.783, -31.028], [-29.433, -43.552, -31.372]], "smiles": "CC(C)=O.CC(C)=O.CC(C)=O.CC(C)=O.CC(C)=O.CC(C)=O.CC(C)=O.CC(C)=O", "max_force_ev_per_a": 3.47, "energy_ha": -1545.08437, "homo_lumo_gap_ev": 9.66}


{"formula": "C24H49AlN9PS3", "method": "wB97M-V/def2-TZVPD", "species": ["H", "H", "H", "H", "H", "H", "N", "H", "H", "C", "H", "C", "H", "N", "S", "H", "S", "N", "N", "H", "H", "H", "H", "C", "C", "H", "H", "H", "H", "S", "H", "H", "H", "C", "C", "H", "C", "H", "C", "C", "N", "H", "H", "C", "C", "H", "H", "C", "C", "H", "H", "N", "H", "H", "C", "H", "Al", "P", "H", "C", "H", "H", "H", "C", "C", "C", "H", "C", "C", "H", "C", "H", "N", "H", "H", "H", "H", "H", "N", "H", "C", "C", "H", "H", "C", "H", "N"], "xyz": [[3.400, 3.154, 0.966], [-1.412, 0.602, -5.564], [-0.476, 1.706, 5.045], [-1.814, -0.704, 0.778], [-2.524, -0.810, 2.413], [1.752, 2.596, 4.349], [-0.263, -3.997, -0.920], [-1.257, -2.768, 0.481], [-3.528, -1.053, 0.981], [-0.601, -2.639, -0.380], [1.692, 2.084, -4.452], [0.865, 2.802, 3.753], [-0.266, -4.905, 1.016], [1.686, -4.355, 0.483], [0.090, 0.099, 3.385], [1.079, -3.196, 2.118], [3.043, 0.127, 1.798], [1.969, -3.435, -1.720], [-2.856, 3.057, 0.771], [-4.896, 3.021, 0.200], [1.944, 0.615, 4.782], [-4.588, 3.601, 1.838], [0.750, -4.902, -2.553], [-2.366, 4.405, 0.478], [3.801, 1.645, 2.479], [2.595, -1.827, 3.063], [0.488, -5.876, -0.273], [-1.338, 4.529, 0.807], [-2.775, -1.919, -2.836], [1.348, 2.933, 2.008], [0.500, 3.782, 4.057], [2.652, -5.318, -1.105], [1.646, -1.414, -2.193], [2.003, -2.026, -1.373], [0.616, 2.138, -4.276], [3.024, -1.729, -1.127], [-0.739, -1.290, -4.651], [2.683, -2.821, 1.452], [1.652, -0.281, 4.241], [0.690, -3.898, -2.136], [-2.990, 0.928, 1.297], [-2.844, -0.241, -3.390], [0.223, 0.109, -6.022], [-0.159, 0.121, -2.909], [-2.691, -0.481, 1.384], [3.536, -3.951, -0.426], [-2.977, 5.106, 1.041], [-4.337, 1.434, 1.621], [-0.326, 2.477, -0.630], [-1.115, -2.074, -1.157], [3.771, 1.551, 3.563], [-0.901, 1.713, 0.516], [-1.128, -4.451, -1.225], [0.125, -1.927, -4.842], [-2.285, -0.948, -2.766], [-4.522, 1.379, 2.693], [0.534, 0.630, 1.056], [0.928, -1.725, 0.127], [0.222, -3.214, -2.842], [0.755, 1.568, -1.229], [0.095, 3.433, -0.328], [-1.082, 2.651, -1.396], [3.709, -0.776, 3.883], [2.548, -4.312, -0.701], [-2.197, 1.904, 0.834], [-4.287, 2.871, 1.090], [3.499, 3.779, 2.599], [2.764, -0.793, 3.337], [1.657, -3.085, 1.198], [1.520, 1.352, -0.393], [0.404, -4.880, 0.158], [0.150, 2.542, -5.173], [-0.874, -1.075, -3.189], [0.401, 2.832, -3.468], [-1.176, 2.087, 3.479], [-1.622, -1.777, -5.055], [1.406, -1.041, 4.983], [-2.324, -0.598, -1.733], [0.189, 0.319, -1.665], [-2.457, 4.649, -0.580], [-0.254, 1.791, 3.981], [3.148, 2.935, 2.006], [1.401, 2.070, -1.949], [4.849, 1.637, 2.179], [-0.506, 0.104, -5.215], [-5.087, 0.831, 1.113], [0.034, 0.815, -4.038]], "max_force_ev_per_a": 1.05, "total_charge": 4, "energy_ha": -3213.75036, "homo_lumo_gap_ev": 8.84}


{"formula": "C24H49BFN3O10S", "method": "wB97M-V/def2-TZVPD", "species": ["H", "H", "H", "O", "N", "H", "C", "O", "C", "H", "H", "O", "H", "O", "H", "C", "O", "H", "H", "H", "H", "H", "H", "H", "O", "C", "H", "C", "O", "H", "H", "H", "H", "C", "H", "B", "N", "C", "C", "H", "S", "C", "C", "H", "H", "H", "H", "H", "C", "C", "C", "H", "O", "H", "H", "H", "H", "H", "C", "H", "H", "H", "H", "H", "C", "H", "H", "H", "N", "H", "H", "H", "H", "C", "H", "C", "H", "C", "O", "C", "C", "C", "C", "C", "H", "F", "O", "H", "C"], "xyz": [[2.554, -0.036, 2.555], [2.628, -1.977, -1.788], [4.413, 0.015, 5.908], [-0.537, -0.160, 4.064], [-0.804, -0.423, -6.577], [-3.095, 0.686, 2.191], [0.533, 0.180, -6.572], [0.050, -1.687, -2.107], [1.645, -0.214, 8.009], [1.189, -1.689, 5.828], [3.694, -1.925, 9.152], [-0.964, 3.770, -3.643], [-0.383, -1.560, 1.280], [1.514, -2.062, -6.150], [2.090, 0.456, 6.040], [2.883, -1.406, 9.669], [0.989, 1.575, 3.707], [-5.087, 0.393, 0.503], [2.889, -0.247, -1.569], [2.565, -0.294, -5.897], [-0.621, 2.428, -1.339], [-1.801, -1.856, 2.928], [1.561, -1.211, 1.736], [0.650, -2.114, -2.724], [1.066, 3.055, 1.135], [-1.938, 3.057, -3.767], [1.587, -2.321, -8.209], [-3.419, -0.533, -1.636], [1.722, -1.342, 8.863], [2.647, -1.295, -0.181], [-5.212, 1.273, -1.063], [2.001, 0.769, -8.062], [-1.142, 0.078, -3.108], [0.949, 0.483, -8.008], [2.526, -3.450, -7.236], [0.773, -0.832, -1.321], [2.184, -1.625, 6.035], [-1.356, -1.193, 0.952], [2.438, -0.342, 6.702], [4.418, -1.048, 7.301], [0.344, 0.441, 3.085], [-0.152, 1.518, -1.698], [2.327, -1.107, -1.204], [0.359, 1.310, -8.401], [-3.023, -2.238, 1.803], [3.121, -1.794, -7.453], [-2.781, 3.435, -5.674], [-3.522, 4.384, -4.330], [-0.509, 1.157, 1.614], [-4.617, 1.106, -0.165], [1.679, -0.669, 2.665], [2.339, -2.363, 6.716], [-1.310, 2.205, 2.062], [1.868, -1.303, 3.528], [-3.895, 2.693, -4.517], [0.587, -0.120, 7.750], [1.920, 0.698, 8.553], [-4.305, -1.130, -1.424], [2.224, -2.407, -7.327], [-1.429, 2.107, 3.016], [-2.998, -0.165, 3.715], [4.167, 0.690, 7.517], [-0.272, 1.408, -3.855], [-1.119, -0.529, -5.616], [-3.285, 0.510, -0.566], [-4.452, 2.070, 0.301], [3.216, -0.412, 9.981], [0.849, 1.842, -1.976], [-2.228, 1.014, -0.058], [0.789, -0.366, -8.671], [-0.701, -1.379, -6.906], [2.635, -1.984, 10.559], [0.472, 1.138, -6.046], [0.705, 1.926, 0.947], [-2.575, -1.207, -1.722], [-0.864, 1.117, -2.992], [-3.582, -0.063, -2.603], [-3.209, -0.285, 2.657], [-2.099, 1.881, -3.121], [-2.353, -1.436, 2.096], [3.943, -0.164, 6.875], [-3.109, 3.432, -4.641], [1.546, -0.691, -5.807], [-1.122, 0.214, 0.447], [1.287, -0.651, -4.744], [-1.695, -2.077, -0.067], [1.233, 0.976, 0.111], [-4.263, -0.546, 2.603], [0.063, 0.439, -0.619]], "smiles": "CC[C@@H](F)[C@]1(N=C(C)C)[C@](CCOC(C)=O)(B(C)O)OC(=O)[C@]1(O)S(C)(=O)=O.COC[C@@H](C)N.COC[C@@H](C)N", "max_force_ev_per_a": 3.68, "energy_ha": -2383.34940, "homo_lumo_gap_ev": 9.01}


{"formula": "C24H49BFO8P2", "method": "wB97M-V/def2-TZVPD", "species": ["H", "H", "C", "H", "H", "H", "H", "O", "H", "C", "H", "C", "H", "H", "C", "H", "H", "H", "H", "H", "H", "O", "H", "H", "H", "H", "H", "H", "C", "C", "P", "H", "H", "B", "C", "C", "H", "C", "H", "H", "C", "H", "C", "O", "H", "H", "H", "H", "C", "O", "O", "H", "C", "C", "H", "O", "H", "H", "O", "H", "H", "P", "O", "C", "C", "C", "H", "H", "C", "C", "C", "C", "F", "H", "H", "C", "H", "C", "H", "H", "C", "H", "H", "H", "H"], "xyz": [[-5.376, 9.551, -1.836], [-0.131, -5.832, 5.237], [-1.142, -0.183, 0.196], [1.144, -3.326, -1.462], [4.096, -3.800, -1.029], [-3.521, -5.944, -1.508], [7.318, 1.132, -0.171], [-1.750, 8.686, -0.924], [1.729, 8.183, -1.876], [0.561, -1.160, -1.350], [0.354, 4.549, -0.798], [-0.934, -7.807, 5.373], [-5.543, -6.673, 5.906], [-4.242, -5.802, 0.105], [-2.131, -6.310, 0.105], [-1.868, -5.851, 5.433], [-3.691, 9.871, -2.288], [-4.751, 9.061, -3.423], [-3.916, -7.303, 5.592], [2.971, -0.965, -0.938], [-4.129, -5.622, 6.077], [-1.144, -6.228, 3.529], [5.617, 1.466, -0.609], [6.191, -2.760, -1.095], [4.845, -2.780, 1.529], [3.600, -1.827, -2.380], [-1.802, -8.386, 5.044], [1.931, 8.358, -3.619], [1.464, -2.338, -1.874], [-4.565, -6.430, 5.485], [-1.453, 7.498, -1.808], [-3.190, -4.532, -0.486], [5.532, -0.439, -1.885], [4.707, -2.150, 0.496], [3.593, -2.994, -0.419], [2.974, -1.964, -1.456], [0.213, 4.667, -3.255], [6.285, 0.679, -0.156], [-0.052, -8.276, 4.933], [-1.240, -6.014, -0.453], [0.241, 5.595, -2.680], [5.992, 0.496, 0.903], [-4.110, 7.799, -1.802], [-3.432, -5.681, 3.470], [2.837, -3.434, 0.281], [0.196, 2.249, -2.075], [-0.862, -7.877, 6.459], [-1.501, 1.966, -0.113], [1.622, 8.881, -2.711], [-2.949, 7.313, -2.464], [-1.941, -5.904, 1.457], [2.304, 9.718, -2.550], [-0.001, 1.280, -1.572], [-1.039, -6.359, 4.938], [-2.210, -7.395, 0.025], [-0.710, 8.293, -3.062], [1.364, -2.398, -2.996], [4.297, -1.059, 0.814], [-3.569, -7.569, 1.977], [6.980, -2.052, 0.424], [0.817, 6.308, -3.272], [-2.484, -6.814, 2.708], [-1.103, 6.033, -2.540], [6.278, -0.598, -1.070], [0.190, 9.368, -2.830], [-4.692, -6.024, 4.029], [0.110, 10.040, -3.688], [-4.913, 7.081, -1.986], [-3.342, -5.614, -0.483], [6.139, -1.947, -0.309], [-4.507, 9.151, -2.363], [-0.373, -1.340, -0.257], [7.582, -0.621, -1.735], [0.896, 6.218, -0.709], [-3.963, 7.839, -0.721], [0.766, 0.132, -2.027], [1.929, 4.997, -1.479], [-0.932, 1.079, -0.469], [1.511, 0.203, -2.847], [-0.428, -2.352, 0.198], [0.897, 5.325, -1.341], [-0.078, 9.949, -1.947], [-5.322, -5.134, 3.958], [-1.847, -0.333, 1.047], [-5.194, -6.812, 3.466]], "max_force_ev_per_a": 8.49, "total_charge": -1, "energy_ha": -2353.20383, "homo_lumo_gap_ev": 5.16}